{
  "formula": "C4H5NO",
  "method": "ωB97M-V/def2-TZVPD",
  "e_tot_ev": -7766.159,
  "orbital_gap_ev": 8.80,
  "smiles": "Oc1ccc[nH]1",
  "charge": 0,
  "largest_force_ha_per_bohr": 0.0065,
  "de_lowest_ev": 0.367,
  "symbols": ["O", "C", "C", "C", "C", "N", "H", "H", "H", "H", "H"],
  "coordinates": [[2.183550, 0.511195, 0.160611], [0.872023, 0.138088, 0.125945], [0.260255, -1.087489, 0.082616], [-1.140714, -0.834320, -0.030571], [-1.324776, 0.522718, -0.021050], [-0.083472, 1.111515, 0.073059], [2.622988, 0.058581, -0.569865], [0.755622, -2.047960, 0.137864], [-1.919110, -1.578703, -0.133901], [-2.218545, 1.123671, -0.105364], [0.116580, 2.095311, 0.149312]],
  "forces_ev_per_a": [[0.051, -0.107, -0.071], [-0.321, -0.055, -0.084], [0.103, 0.029, -0.015], [-0.089, 0.060, -0.017], [-0.061, -0.055, -0.029], [0.134, -0.032, 0.009], [0.075, 0.095, 0.195], [-0.073, 0.167, -0.076], [0.107, 0.140, 0.088], [0.119, -0.116, 0.089], [-0.046, -0.124, -0.089]],
  "nbo_charge": [-0.68, 0.41, -0.38, -0.29, -0.09, -0.53, 0.49, 0.22, 0.22, 0.21, 0.42]
}